1.
DFT (ωB97M-V/def2-TZVPD) results for C41H42HgN8OS2 as an isolated structure.

The geometry in XYZ format:
```
95
Properties=species:S:1:pos:R:3:forces:R:3
H -6.453 -12.064 -9.711 0.0242 -0.4897 0.4291
H -13.937 -19.315 -4.671 0.0884 0.2363 -0.3973
H -12.989 -11.441 -5.872 0.0690 0.1857 0.2892
C -13.847 -21.020 -3.385 -0.1692 0.5602 -0.3051
H -17.015 -16.895 -5.897 -0.3044 0.3934 0.1733
H -13.686 -18.794 -10.780 -0.0076 -0.0554 -0.0594
C -10.355 -18.189 -2.791 -3.1294 0.6085 -1.1904
O -13.623 -15.972 -4.346 -0.3923 0.2194 0.8635
S -10.154 -15.446 -7.102 -0.3471 1.2796 -0.2902
H -14.254 -16.584 -9.927 0.1380 -0.0354 0.1679
N -15.679 -15.776 -7.105 -0.3760 -0.4204 1.0119
C -8.141 -15.372 -10.716 -0.1241 -0.6055 0.0174
C -16.042 -17.019 -6.349 0.3133 -1.2458 -0.3905
C -16.612 -15.593 -8.237 0.5639 0.8550 -0.4023
H -13.612 -22.648 -1.996 -0.0428 0.1540 0.0579
C -13.498 -18.564 -9.740 -0.6938 0.6506 -0.1445
C -6.747 -15.320 -10.717 -0.7679 1.3974 0.4462
C -7.982 -16.083 -4.391 1.0180 0.3669 -0.3662
H -9.648 -15.376 -3.439 0.3073 -0.8376 -0.4476
H -13.485 -11.966 -2.237 -0.2451 0.0418 0.3120
C -7.614 -12.464 -4.341 1.6777 -0.6103 -0.7200
H -5.010 -14.124 -10.152 -0.8139 0.2285 -0.5118
H -7.183 -16.565 -3.768 -0.1559 0.4855 -0.7276
H -10.969 -14.460 -11.085 0.2856 0.3179 0.2998
H -5.065 -9.658 -5.396 -0.7518 -1.3693 0.6560
C -12.143 -21.088 -1.675 -0.5509 0.3081 -0.7671
H -4.573 -12.123 -5.898 -0.2638 0.3429 -0.0055
H -10.008 -19.225 -1.021 -0.4107 -0.1040 -0.5027
C -14.068 -15.812 -2.039 0.6007 0.5869 -0.8387
H -16.143 -17.922 -7.016 0.5782 1.1222 0.4178
N -11.348 -18.198 -3.729 1.6636 -0.8444 3.0441
H -5.821 -14.769 -5.828 -0.9206 0.5634 0.6140
C -5.494 -11.819 -5.390 0.9744 -0.4776 -1.0956
H -7.976 -16.520 -5.396 -0.0571 -0.4230 0.0414
N -11.894 -13.292 -6.535 0.6258 0.1292 -3.3078
H -11.695 -21.532 -0.791 -0.0006 0.0498 -0.1621
C -12.195 -19.265 -3.377 0.4188 -0.3900 0.5736
C -8.300 -13.164 -9.834 0.6651 0.8994 0.3128
C -13.702 -15.223 -3.287 0.1338 0.3396 -1.6068
C -6.111 -14.125 -10.303 0.3127 -0.8321 0.4981
N -10.634 -19.065 -1.812 1.2876 -0.9746 0.4092
C -9.215 -17.238 -2.651 -0.2453 -0.0964 -0.1239
H -14.733 -21.465 -3.816 -0.0423 0.0870 -0.1299
H -15.882 -15.042 -6.420 0.3987 0.1305 -0.1531
C -13.118 -13.122 -4.592 2.4288 -0.3748 -1.8870
H -8.623 -16.324 -11.007 0.2059 0.6356 0.1493
S -11.205 -13.298 -8.995 -0.7531 0.6237 -0.9146
Hg -11.392 -17.256 -5.659 -0.1944 0.5551 -1.2086
C -6.871 -10.184 -4.264 -0.5775 0.6203 0.2164
C -14.236 -13.617 -1.038 0.7464 -0.6477 0.7737
C -14.143 -15.672 -7.422 0.0093 -0.3439 -0.0279
C -12.624 -19.213 -7.583 -0.8788 1.0086 -0.8604
C -13.374 -11.651 -4.872 -1.0066 -0.5393 0.0825
H -10.721 -15.425 -9.677 0.2289 -1.2603 0.3131
H -14.460 -11.371 -4.828 0.8296 -0.2886 0.1131
C -13.602 -16.999 -7.895 -0.1302 0.5762 -1.1245
N -6.469 -14.204 -5.257 -0.2825 0.8188 -0.0064
N -12.288 -13.805 -5.379 -0.8134 -0.6119 1.8263
C -12.834 -17.877 -7.141 0.0118 -1.1398 1.4481
C -7.822 -11.144 -3.918 0.8285 -0.9454 -0.6464
C -13.500 -13.774 -3.353 -0.2815 -0.8582 1.0041
H -9.320 -16.800 -1.620 0.3990 -0.2155 -0.7310
N -9.233 -16.285 -3.724 -0.5001 1.4536 0.7438
H -12.178 -20.005 -6.974 0.1082 0.5032 0.0521
C -13.825 -17.321 -9.237 -0.2196 0.2257 -0.7978
H -8.704 -10.982 -3.342 -0.3691 0.5340 0.4268
C -7.634 -14.623 -4.616 0.0185 1.2501 1.4665
H -14.104 -16.878 -2.168 -0.3095 -0.5147 0.6791
H -13.007 -20.523 -9.243 0.3224 -0.9460 -0.1348
C -5.741 -10.503 -5.049 0.0811 1.4184 0.3132
C -13.247 -21.680 -2.323 1.3101 0.4722 0.7802
H -16.458 -14.565 -8.656 -0.2749 -0.8968 0.3578
H -14.095 -14.872 -8.176 0.1215 -0.2566 0.1729
C -13.385 -19.803 -3.891 0.3637 -0.2383 0.0147
H -14.745 -15.524 -0.048 0.2108 0.1259 0.2070
C -13.041 -19.530 -8.866 0.2970 -0.4089 0.3718
C -8.946 -14.318 -10.241 0.7134 -0.6026 -0.1059
N -8.290 -13.629 -4.017 0.5654 -1.0936 -1.0718
C -6.890 -13.053 -9.876 -0.6643 -0.0046 -0.7679
H -13.704 -15.340 -6.478 0.0270 -0.1183 0.0499
H -8.293 -17.852 -2.728 -0.2966 0.3347 0.3326
H -16.324 -16.326 -8.992 -0.3070 -0.0002 0.0334
H -15.294 -17.173 -5.564 0.0441 0.0521 -0.1831
C -6.428 -12.789 -5.108 -1.7269 -0.7895 1.3024
H -8.870 -12.314 -9.405 0.3655 -0.7405 -0.4854
C -14.321 -15.054 -0.928 -0.6928 1.6251 -0.4157
H -12.848 -11.107 -4.090 0.0536 0.4558 -0.1772
H -7.049 -9.153 -3.875 0.3392 -0.8382 -0.6440
C -13.698 -13.028 -2.176 -0.6799 -0.8662 -0.9543
H -17.638 -15.736 -7.866 0.3699 0.0693 -0.3292
C -10.432 -14.507 -10.122 -0.3316 1.2103 0.1932
C -11.136 -14.011 -7.399 -0.4959 -0.3181 3.1566
H -6.211 -16.197 -11.015 0.4189 -0.2331 -0.0871
H -14.438 -12.943 -0.206 -0.0322 -0.4532 0.1335
C -11.654 -19.891 -2.238 -0.9320 -0.7522 0.8575
```
Forces are in eV/Å.

The charge is -1. As for the spin multiplicity: 2. For the HOMO-LUMO gap (spin up / spin down), the calculation gives 2.71 / 5.38 eV. As for the energy above the lowest of the compared OMol25 structures with the same formula, charge and spin: 0.00 kJ/mol. Its expectation value of S² is 0.7606.



2.
DFT (ωB97M-V/def2-TZVPD) results for C41H42IIrN9O3S4 as an isolated structure.

The geometry in XYZ format:
```
101
Properties=species:S:1:pos:R:3:forces:R:3
C 3.636 2.242 -2.475 0.1244 0.0042 0.0107
O -2.513 3.785 0.323 -0.0988 0.0566 0.0027
C -1.171 2.349 -1.754 -0.4257 -0.0853 -0.1874
C 2.898 3.668 -4.791 -0.0101 0.0020 -0.0289
H -1.179 -2.567 3.814 -0.0031 -0.0157 -0.0195
H -2.788 -0.625 -0.335 -0.0155 0.0200 0.0043
C -0.906 -3.707 -0.686 -0.0596 0.0248 -0.0343
H -3.881 5.224 0.957 -0.0087 -0.0155 -0.0107
C -1.655 3.354 -4.753 -0.1042 -0.0399 -0.0886
N 0.313 0.214 3.696 -0.0766 -0.1093 0.2972
C -2.699 5.047 -3.400 0.0633 0.0580 0.0527
Ir 0.184 0.860 0.616 -2.8467 1.2949 -0.6524
H -1.165 -4.728 -0.934 0.1362 -0.0433 0.0342
H -3.018 6.953 -4.313 -0.0038 -0.0161 0.0048
N 2.204 -5.736 -0.289 0.0738 0.1517 -0.1699
C -2.589 1.476 -0.038 -0.0888 0.0592 0.1061
C 2.593 0.996 3.149 0.0448 -0.1012 0.1303
S 1.764 -7.027 -2.663 -0.0427 0.0492 -0.0138
C 0.263 1.616 6.102 0.1470 -0.0390 -0.0104
H 1.858 -9.787 3.091 0.0232 0.0110 0.0030
C -3.139 2.612 0.585 0.0441 0.0027 -0.0063
H -0.624 1.298 5.561 -0.0519 0.0613 0.0184
O -1.161 2.115 -5.033 0.0750 -0.0361 0.1771
I 4.356 0.433 4.228 -0.0310 -0.0144 -0.0333
S 2.716 -1.877 -0.226 0.0902 -0.2252 -0.0266
H 1.104 -7.520 3.750 -0.0050 -0.0010 -0.0133
H -0.457 -0.653 -2.036 0.0553 0.0098 0.0193
H -2.686 4.700 2.180 0.0118 -0.0403 -0.0069
C -1.554 4.285 -5.785 0.0382 0.0779 -0.0448
C 2.498 -9.157 1.141 0.0033 0.0310 0.0147
O 1.913 3.265 -3.857 -0.0422 -0.0116 -0.0225
C -2.847 4.911 1.121 0.0481 0.0373 0.0012
C 1.361 0.904 4.007 0.0569 0.0735 -0.2820
C -4.873 1.252 1.548 0.0951 0.0434 0.0125
N -0.326 -1.087 -0.039 0.7323 0.0463 -0.3792
H -1.518 0.145 -5.211 -0.0158 0.0004 -0.0187
H -1.107 3.956 -6.714 -0.0183 -0.0214 0.0179
H 1.468 0.976 7.782 -0.0284 -0.0041 0.0474
C -2.022 5.576 -5.634 -0.0086 -0.0392 0.0667
N 0.012 2.570 -2.301 0.0660 0.2604 -0.2531
N 1.362 1.615 5.148 -0.0827 0.0248 0.0907
C -0.342 -2.022 0.921 0.0103 -0.1733 -0.0390
C -0.537 -1.443 -1.302 -0.1050 0.0715 -0.1556
S 0.223 2.851 1.584 0.4363 0.0948 0.3192
C 2.327 2.553 -2.764 0.0600 0.0441 -0.0005
S 2.264 -4.121 -2.193 0.1725 0.0459 0.1544
C 1.564 1.467 -0.737 -0.0794 -0.7246 0.3673
H -3.137 5.340 -2.452 0.0389 -0.0176 0.0127
C 3.917 1.546 -1.301 -0.1147 0.1100 0.0394
H 4.939 1.290 -1.058 -0.0060 -0.0111 -0.0084
H 2.363 4.189 -5.581 0.0181 0.0072 -0.0047
H -2.951 1.089 -4.738 -0.0001 0.0322 0.0062
C 0.535 0.699 7.287 -0.0105 0.0007 -0.1226
C -4.352 0.133 0.923 -0.0301 -0.0500 0.0458
H 3.150 0.651 0.458 -0.0213 -0.0604 -0.0560
C -0.084 -1.546 2.289 0.3853 -0.0909 0.1776
C 1.945 -8.961 2.397 -0.0006 -0.0172 0.0129
C -0.596 -3.348 0.615 -0.2118 -0.1651 0.2469
C -1.876 0.963 -4.591 -0.0344 -0.0303 -0.0862
H -5.753 1.170 2.173 0.0030 -0.0064 -0.0065
H 0.113 2.642 6.441 -0.0246 0.0124 -0.0151
H 3.421 2.806 -5.211 -0.0169 -0.0171 0.0142
C 1.293 2.159 -1.897 0.0629 -0.1048 0.0301
C -3.210 0.248 0.144 -0.1013 -0.0033 -0.0937
C 1.514 -7.693 2.762 -0.0178 0.0177 -0.0277
H 3.625 4.344 -4.334 -0.0147 0.0033 0.0204
H -3.027 3.081 -1.775 -0.0624 -0.0481 -0.0589
H -1.684 0.725 -3.546 0.0222 0.0216 0.0060
N 2.384 -4.499 0.328 0.0188 -0.0546 0.1941
H -0.554 -4.095 1.393 -0.0899 -0.0157 -0.0408
H -2.176 5.705 0.806 0.0123 -0.0012 0.0169
H -1.929 6.283 -6.447 -0.0212 -0.0206 -0.0082
H 0.444 -2.047 4.275 -0.0243 0.0002 0.0426
H -1.083 -2.971 -2.702 0.0747 0.0115 -0.0105
C -2.626 5.953 -4.439 -0.0123 0.0278 -0.0425
C 2.088 -5.754 -1.637 -0.1451 -0.1116 0.0364
C -0.149 -2.459 3.465 -0.0644 -0.0753 -0.0238
N 0.244 -0.305 2.421 0.4885 0.1509 -0.4846
C -0.871 -2.735 -1.669 -0.0485 0.0609 0.1370
C 2.456 -3.529 -0.533 0.1370 -0.1754 -0.1043
H 0.241 -3.444 3.213 -0.0275 0.0136 -0.0590
N -2.257 2.894 -2.399 -0.1050 -0.1455 0.1113
C 1.607 -6.640 1.867 -0.0702 -0.0454 -0.0624
H 0.623 -0.336 6.954 -0.0108 0.0003 0.0262
C 2.603 -8.108 0.238 0.0655 -0.0315 0.0113
H 4.440 2.543 -3.130 -0.0277 -0.0236 -0.0287
H -0.276 0.768 8.013 0.0210 -0.0310 0.0206
H 2.530 0.307 2.315 0.0514 -0.0417 0.0287
H 0.030 3.143 -3.134 -0.0249 0.0388 0.0052
H -4.669 3.357 1.892 -0.0178 -0.0043 -0.0284
H 3.057 -8.266 -0.727 -0.0522 0.0146 -0.0339
H 1.293 -5.642 2.136 0.0219 -0.0122 0.0387
C 2.898 1.183 -0.447 0.1543 0.1169 -0.0255
C -4.267 2.491 1.385 -0.0350 0.0034 0.0093
H 2.255 1.959 5.463 0.0239 -0.0004 -0.0206
H -4.822 -0.833 1.054 0.0129 0.0036 -0.0343
C -2.187 3.755 -3.522 0.0621 0.0137 -0.0317
H 2.864 -10.135 0.858 -0.0068 0.0101 -0.0092
C 2.131 -6.853 0.593 -0.0432 0.1329 0.1059
H 2.753 2.008 2.791 -0.0241 0.0190 -0.0101
N -1.348 1.559 -0.720 1.4877 -0.3112 0.6869
```
Forces are in eV/Å.

As for the spin multiplicity: 2. For the HOMO-LUMO gap (spin up / spin down), the calculation gives 5.29 / 5.24 eV. As for the energy above the lowest of the compared OMol25 structures with the same formula, charge and spin: 117.21 kJ/mol. Its expectation value of S² is 0.7595.



3.
DFT (ωB97M-V/def2-TZVPD) results for C41H43BBrCl2CoNO5S as an isolated structure.

The geometry in XYZ format:
```
96
Properties=species:S:1:pos:R:3:forces:R:3
H -5.230 -1.874 -3.475 0.0836 -0.0459 0.0595
N -1.048 -0.785 -1.815 0.2898 0.2656 0.9097
C -3.797 -3.121 -0.606 -0.1251 -0.1156 0.2440
C 2.061 2.600 -3.403 -0.0553 -0.1283 0.0692
C 1.680 -4.718 2.554 -0.2459 0.3576 0.0586
H 4.983 0.479 1.432 0.0589 -0.0021 0.0231
H 2.771 -4.841 -1.208 0.0130 0.0551 -0.0749
H 0.595 -0.029 -7.377 0.0184 0.0116 -0.0549
H -0.745 5.341 1.033 0.1044 -0.0213 0.0216
H 1.197 1.492 5.140 0.1154 0.0422 -0.0090
H 3.473 -6.609 0.382 -0.0145 -0.0802 -0.0180
H -1.137 -0.195 -7.064 -0.0590 -0.0066 -0.0728
H -2.368 -5.045 -3.073 -0.0397 0.0739 0.0414
C 0.496 0.779 -2.690 0.1876 0.0509 0.2215
H 0.686 1.055 -1.661 0.0643 0.2700 -0.1308
H 2.770 -6.552 2.728 -0.0044 -0.0111 -0.0072
H 3.104 2.272 -3.429 0.1058 0.0030 -0.0113
C 3.279 1.309 0.334 0.2667 0.5110 0.1922
B 0.551 -1.869 0.660 -0.7478 0.3232 -0.8149
C 0.068 0.008 -5.289 0.2298 0.1423 -0.1182
H 3.352 0.175 -2.024 -0.0623 -0.0121 0.0192
C -0.295 0.746 3.825 -0.3022 -0.1942 0.1940
C 2.472 -4.804 -0.170 -0.1456 0.2928 -0.0866
C 2.456 -5.761 2.057 0.1440 -0.1841 0.0325
C -0.434 -0.273 -2.901 -0.0256 -0.0441 -0.0377
H -3.032 -1.172 -0.095 0.0035 0.0335 0.0265
Co -0.351 -0.131 0.049 -0.3384 -0.2162 0.8338
H 2.900 1.598 1.312 0.0572 0.0917 -0.1201
C 1.132 1.453 -3.701 0.0377 0.0135 0.1229
H 5.434 1.284 -0.074 -0.0155 0.0605 0.0299
Br -2.692 2.408 -2.527 0.0087 0.1481 0.0471
C -4.946 -2.584 -1.456 0.0633 -0.0390 -0.0147
C 4.492 -0.659 -0.369 -0.2051 -0.0582 -0.1116
C 0.920 1.065 -5.025 -0.0407 -0.0234 -0.3125
Cl 0.696 1.046 2.436 0.1186 0.0508 0.0937
C 0.207 1.065 5.069 0.1084 0.0433 0.0003
C -2.109 -1.769 -1.942 0.1765 -0.1143 -0.0278
H -3.480 -3.324 -4.486 0.0105 -0.0139 -0.0777
S -2.257 -0.179 2.123 0.2127 -0.1849 -0.5686
C -3.863 -3.546 -3.485 -0.0199 -0.0175 0.0151
C -3.284 -4.421 -1.222 -0.0378 0.0328 -0.0257
H -2.423 0.110 6.965 -0.0487 -0.0177 0.0164
C -0.462 3.008 -0.251 -0.2545 0.1876 -0.0882
H -0.154 1.107 7.184 0.0479 0.0152 0.0777
C -3.305 -1.225 -2.753 0.0431 -0.0828 0.0108
C 1.706 -3.765 0.319 0.1688 -0.6471 0.8148
O 2.407 0.337 -0.197 -0.0988 0.0011 0.2074
H -5.752 -3.325 -1.516 -0.0505 -0.0055 0.0184
C -3.536 4.916 -1.572 -0.1059 0.1766 -0.0221
H -4.094 -5.158 -1.284 -0.0233 -0.0423 0.0313
C 3.172 -0.408 -1.108 0.3389 -0.3309 -0.3436
C -2.490 6.211 0.150 -0.1886 0.1791 -0.0364
O 0.620 -2.597 1.884 -0.3578 0.6941 0.2907
C 4.680 0.654 0.401 -0.1130 0.0309 0.0429
H -1.248 -1.446 -4.558 -0.0543 -0.0235 0.0607
C -4.414 -2.269 -2.851 -0.2525 0.0653 -0.2087
C 2.848 -5.797 0.729 0.1376 -0.2558 0.0524
H -3.675 -0.340 -2.235 -0.0035 0.0885 0.0733
C -1.585 0.192 3.643 0.0283 0.0384 -0.1960
C -1.535 5.226 0.305 0.1345 -0.1495 -0.0809
H -2.456 7.104 0.761 0.0199 0.0413 0.0618
O -0.914 1.859 -0.047 -0.2473 -0.4690 -0.2819
C -0.598 -0.638 -4.262 -0.2114 -0.2214 -0.0517
C -1.599 -3.111 -2.513 -0.1532 0.0174 -0.0570
H -2.492 -4.844 -0.599 0.0402 -0.0331 0.0409
C 1.316 -3.720 1.672 0.5997 -0.5466 -0.6285
H -4.235 6.839 -0.945 -0.0433 0.0177 0.0330
H -0.058 -1.554 -6.758 -0.0028 -0.0719 -0.0634
H -3.002 -0.903 -3.747 0.0073 0.0014 -0.0722
H 2.612 -1.306 -1.352 0.0560 0.0400 -0.1178
H 3.290 2.197 -0.314 -0.0860 -0.0892 0.0714
C -0.143 -0.468 -6.705 -0.0530 0.0840 0.0861
C -2.576 3.934 -1.399 0.0990 -0.2571 -0.1050
C -1.815 0.296 6.091 0.1893 0.0968 0.1083
H 4.369 -1.495 0.321 -0.0114 -0.0537 -0.0171
H -1.135 -2.986 -3.489 0.0358 0.0075 -0.0123
C -3.494 6.064 -0.799 0.0453 -0.0205 0.0207
C -2.670 -2.094 -0.549 0.0584 0.0654 -0.1566
H 1.855 3.014 -2.420 -0.0033 0.0800 0.1421
H 1.377 -4.677 3.591 -0.0159 0.0176 0.0352
O 0.707 3.399 -0.276 0.3633 0.1004 0.0373
H 1.413 1.594 -5.833 0.0568 0.0118 -0.0930
C -2.302 -0.018 4.842 0.2360 0.0893 -0.0104
H -5.349 -1.680 -0.997 -0.0689 0.0742 0.0308
Cl -3.884 -0.709 4.752 -0.3900 -0.1449 0.1231
H -0.823 -3.481 -1.840 0.0688 -0.0022 0.0614
H 5.317 -0.883 -1.046 0.0052 -0.0250 -0.0104
O 1.240 -2.681 -0.304 -0.0473 0.2781 -0.3185
H -4.151 -3.312 0.414 0.0353 0.0445 -0.0573
C -2.742 -4.117 -2.615 0.1014 -0.3664 -0.1681
H 1.943 3.386 -4.150 0.0225 0.0664 -0.0286
C -0.548 0.848 6.212 -0.0372 -0.0125 0.0538
H -1.861 -2.472 0.078 0.0118 0.0463 0.0939
C -1.550 4.068 -0.469 -0.0226 -0.1101 0.0215
H -4.310 4.780 -2.316 0.0211 -0.0091 -0.0080
H -4.665 -4.286 -3.589 -0.0209 -0.0302 -0.0453
```
Forces are in eV/Å.

The charge is -2. As for the spin multiplicity: 2. For the HOMO-LUMO gap (spin up / spin down), the calculation gives 5.64 / 5.51 eV. As for the energy above the lowest of the compared OMol25 structures with the same formula, charge and spin: 0.00 kJ/mol. Its expectation value of S² is 0.9686.



The highest expectation value of S² belongs to which entry?
C41H43BBrCl2CoNO5S



Which formula does entry 3 have?
C41H43BBrCl2CoNO5S